# 1
DFT (wB97M-V/def2-TZVPD) results for C23H32N3O7P2RhSi as an isolated structure.

ΔE to the lowest compared entry with this formula, charge and spin   13.4 kcal per mole
Total energy   -2669.670734 Ha
Highest occupied orbital energy   -8.938 eV

Structure (ORCA input):
```
! wB97M-V def2-TZVPD RIJCOSX def2/J DEFGRID3
* xyz 0 1
Rh -0.9521 0.8088 -1.1721
C 1.0577 0.6781 -1.3493
Si 1.9026 0.2981 0.2675
C 0.5987 1.0412 1.4120
N -0.7582 0.6666 0.9148
C -1.1123 -0.6976 1.4403
C -2.5773 -0.8131 1.8197
C -2.8458 0.0821 3.0310
C -2.2165 1.4751 2.8173
C -1.7850 1.6624 1.3728
C 2.2846 -1.5229 0.5090
C 2.0365 -2.2225 1.6897
C 2.3872 -3.5596 1.8232
C 3.0060 -4.2224 0.7737
C 3.2824 -3.5411 -0.4045
C 2.9262 -2.2066 -0.5291
C 3.4844 1.2686 0.5050
C 4.6747 0.6696 0.9198
C 5.8257 1.4233 1.1081
C 5.8035 2.7911 0.8814
C 4.6293 3.4053 0.4652
C 3.4829 2.6489 0.2782
H 1.2764 0.0038 -2.1826
H 1.3308 1.6884 -1.6692
H 0.7105 2.1192 1.2621
H 0.6691 0.8486 2.4857
H -0.5065 -0.8828 2.3317
H -0.8231 -1.4387 0.7022
H -2.7845 -1.8567 2.0663
H -3.2181 -0.5534 0.9733
H -2.3982 -0.3917 3.9081
H -3.9154 0.1573 3.2266
H -1.3772 1.6416 3.4961
H -2.9365 2.2666 3.0267
H -1.3745 2.6512 1.1901
H -2.6614 1.5508 0.7281
H 1.5686 -1.7197 2.5284
H 2.1816 -4.0825 2.7487
H 3.2807 -5.2644 0.8758
H 3.7784 -4.0484 -1.2223
H 3.1552 -1.6871 -1.4553
H 4.7058 -0.3991 1.1004
H 6.7400 0.9417 1.4313
H 6.7003 3.3798 1.0273
H 4.6081 4.4724 0.2849
H 2.5753 3.1443 -0.0542
O -4.4678 2.1237 -3.4741
P -3.5827 1.6350 -2.2465
O -4.3629 0.7754 -1.3326
O -2.2797 1.0593 -2.7961
O -3.1994 3.0105 -1.4796
P -1.8037 3.8295 -1.4730
O -1.6331 4.1387 -3.0491
O -1.9049 5.0620 -0.6858
O -0.7217 2.8265 -1.0664
H -3.9493 2.6730 -4.0765
H -1.4112 5.0698 -3.1619
C -3.6681 -3.7943 -2.1024
N -2.4931 -2.9714 -1.8685
C -1.1800 -3.3723 -1.9370
C -0.4304 -2.2615 -1.7118
N -1.2726 -1.1953 -1.5055
C -2.5076 -1.6541 -1.6125
H -3.3800 -4.8405 -2.0444
H -4.0877 -3.5904 -3.0858
H -4.4179 -3.5894 -1.3419
H -0.9021 -4.3909 -2.1411
H 0.6391 -2.1680 -1.6686
H -3.4039 -1.0501 -1.5231
*
```


# 2
DFT (wB97M-V/def2-TZVPD) results for an isolated ion of composition HN6O and charge -1 in a non-equilibrium geometry.

ΔE to the lowest compared entry with this formula, charge and spin   102.1 kcal per mole
Total energy   -404.134250 Ha
Highest occupied orbital energy (spin up / spin down)   -3.456 / -3.316 eV

Structure (ORCA input):
```
! wB97M-V def2-TZVPD RIJCOSX def2/J DEFGRID3
* xyz -1 1
N -2.2186 -1.0577 -0.8831
N -2.2490 -0.2992 0.1093
N -1.3144 0.4309 0.4791
N 0.0283 -1.1733 -1.4196
N -0.2823 0.6607 -0.2065
N -1.1402 -1.5253 -1.6036
O -1.5057 -2.3563 -2.4508
H 0.6853 0.5107 0.2223
*
```


# 3
DFT (wB97M-V/def2-TZVPD) results for C4H8O2 as an isolated structure in a non-equilibrium geometry.

ΔE to the lowest compared entry with this formula, charge and spin   76.9 kcal per mole
Total energy   -307.589805 Ha
Highest occupied orbital energy   -9.686 eV

Structure (ORCA input):
```
! wB97M-V def2-TZVPD RIJCOSX def2/J DEFGRID3
* xyz 0 1
C 1.7108 0.2002 0.7122
O 0.9624 0.9653 -0.1965
C -0.2057 0.3789 -0.6981
C -0.7469 -1.0779 -0.7514
O -2.0443 -0.5058 -0.4410
C -1.3066 0.6203 0.2538
H 1.1214 -0.5724 1.2281
H 2.5069 -0.2806 0.1403
H 2.1438 0.8675 1.4677
H -0.4358 0.8193 -1.6787
H -0.4038 -1.7297 0.0684
H -0.6814 -1.6437 -1.6927
H -1.0428 0.2647 1.2610
H -1.5780 1.6939 0.3269
*
```


# 4
DFT (wB97M-V/def2-TZVPD) results for a 2-piece molecular cluster, C5H11IN2 overall in a non-equilibrium geometry.

ΔE to the lowest compared entry with this formula, charge and spin   63.7 kcal per mole
Total energy   -604.151179 Ha
Highest occupied orbital energy   -7.838 eV

Structure (ORCA input):
```
! wB97M-V def2-TZVPD RIJCOSX def2/J DEFGRID3
* xyz 0 1
C 1.5753 2.7360 0.3529
C -1.2856 0.3696 -0.6768
C 0.0703 -1.7381 -0.9840
C -0.0185 -0.5543 1.3555
C -0.2497 -0.5063 -0.1070
N 1.0412 1.8486 -0.3891
N 1.3903 0.6482 -0.6249
I 3.2810 -0.2256 -0.0702
H 1.0512 3.7561 0.2700
H 2.5537 2.4247 0.7678
H -2.3807 -0.0509 -0.4847
H -1.2973 1.2781 -0.1354
H -1.3366 0.4929 -1.7421
H -0.9408 -2.0202 -1.1556
H 0.7511 -2.3523 -0.5039
H 0.6069 -1.5232 -1.8787
H -0.5296 -1.2232 1.9307
H 0.9485 -0.9625 1.5348
H 0.0271 0.4747 1.5877
*
```


# 5
DFT (wB97M-V/def2-TZVPD) results for C9H9I2NO4S2Y2 as an isolated structure in a non-equilibrium geometry.

ΔE to the lowest compared entry with this formula, charge and spin   0.0 kcal per mole
Total energy   -2170.855701 Ha
Highest occupied orbital energy (spin up / spin down)   -23.375 / -23.388 eV

Structure (ORCA input):
```
! wB97M-V def2-TZVPD RIJCOSX def2/J DEFGRID3
* xyz 4 1
I 2.7475 -3.4073 0.7391
I 2.9217 3.3874 0.8064
Y 0.6338 1.8293 1.6670
Y 0.4774 -1.8166 1.6025
S 1.1571 0.0420 -0.1390
C -1.7075 -1.9915 0.4943
C -1.5238 -2.4448 3.0237
C 0.7148 -0.0196 -2.0828
C 1.5544 1.0871 -2.7294
C -0.7683 0.2351 -2.2505
C 1.0502 -1.4348 -2.5526
C -1.2766 2.5336 3.2332
C -1.6520 2.1063 0.7869
O -2.5126 -2.6548 3.5967
O -2.7471 -1.9957 -0.0212
O -2.2375 2.7737 3.8118
O -2.7472 2.1861 0.4263
H 1.3967 1.1137 -3.8250
H 2.6362 0.9609 -2.5382
H 1.2723 2.0676 -2.3060
H -1.0369 0.1745 -3.3163
H -1.0578 1.2232 -1.8716
H -1.3774 -0.5075 -1.7209
H 0.8612 -1.5481 -3.6395
H 0.4085 -2.1703 -2.0300
H 2.0971 -1.7270 -2.3504
S 1.4578 -0.0647 3.4841
C 0.1053 -0.0034 4.5049
N -0.8474 0.0655 5.1963
*
```


# 6
DFT (wB97M-V/def2-TZVPD) results for C7H11FeNP as an isolated structure in a non-equilibrium geometry.

ΔE to the lowest compared entry with this formula, charge and spin   9.5 kcal per mole
Total energy   -1932.883408 Ha
Highest occupied orbital energy (spin up / spin down)   -4.065 / -7.057 eV
Expectation value of S²   8.79

Structure (ORCA input):
```
! wB97M-V def2-TZVPD RIJCOSX def2/J DEFGRID3
* xyz 0 6
C -0.6582 0.5718 -1.8731
C -1.3516 1.8056 -2.1224
C -0.4036 2.8633 -1.9978
C 0.8821 2.3099 -1.7293
C 0.7251 0.8831 -1.5699
Fe 0.9418 -1.5365 -0.0325
P 0.1505 -3.5504 -0.3346
H -1.0751 -0.4391 -1.8916
H -2.4113 1.9386 -2.3164
H -0.6125 3.9234 -2.1032
H 1.5218 0.1490 -1.3418
H 1.8086 2.8743 -1.6297
H 1.0193 -4.4810 -0.9867
H -1.0054 -3.7241 -1.1581
H -0.2262 -4.3509 0.7855
C 0.0309 0.3918 3.7893
C 0.2652 -0.4028 2.6134
N 0.4762 -0.9995 1.6445
H 0.8268 0.1848 4.5185
H -0.9479 0.1232 4.2106
H 0.0434 1.4655 3.5252
*
```


# 7
DFT (wB97M-V/def2-TZVPD) results for an isolated ion of composition C4H11N2O and charge +1 in a non-equilibrium geometry.

ΔE to the lowest compared entry with this formula, charge and spin   153.3 kcal per mole
Total energy   -343.319867 Ha
Highest occupied orbital energy (spin up / spin down)   -12.247 / -13.175 eV

Structure (ORCA input):
```
! wB97M-V def2-TZVPD RIJCOSX def2/J DEFGRID3
* xyz 1 1
C -1.0145 1.0400 -0.1758
C -1.5994 -0.0868 0.6063
C 1.0799 -0.2190 -0.0867
C -2.4971 -1.0649 0.0004
N 3.4481 -0.3575 -0.2639
N 0.4328 1.1484 0.1391
O 2.2450 -0.3158 0.5328
H -1.1284 0.8627 -1.2478
H -1.4990 1.9945 0.0699
H -1.4312 -0.0884 1.6709
H 0.9995 -0.5470 -1.1157
H -3.1310 -0.6081 -0.7616
H -3.1092 -1.5622 0.7475
H -1.9208 -1.8396 -0.5178
H 3.4646 -1.2279 -0.7992
H 4.2000 -0.3839 0.4203
H 0.9066 1.9239 -0.3616
H 0.5543 1.3316 1.1428
*
```


# 8
DFT (wB97M-V/def2-TZVPD) results for C4H9NO2 as an isolated structure in a non-equilibrium geometry.

ΔE to the lowest compared entry with this formula, charge and spin   53.2 kcal per mole
Total energy   -363.000719 Ha
Highest occupied orbital energy   -8.796 eV

Structure (ORCA input):
```
! wB97M-V def2-TZVPD RIJCOSX def2/J DEFGRID3
* xyz 0 1
N 1.3258 0.3504 1.7052
C 1.5127 -0.8796 1.1620
O 2.2152 -1.7318 1.6766
C 0.7865 -1.1047 -0.1665
C -0.5154 -0.3885 -0.3287
C -0.6387 0.7322 -1.0191
O 0.3861 1.4559 -1.4447
H 1.8795 0.6006 2.5102
H 0.8282 1.0646 1.1955
H 1.4780 -0.8082 -0.9642
H 0.6461 -2.1863 -0.2500
H -3.5629 -0.1126 -0.6801
H -1.3440 -0.7361 0.2657
H -1.5533 1.1391 -1.4258
H -3.5942 0.4775 -0.1411
H 0.1505 2.1274 -2.0950
*
```


Question: total energy of number 8 (C4H9NO2)?
Answer: -363.000719 Ha